The following is a quantum chemistry calculation of a 2-piece molecular cluster, C7H9FNPS overall, from OMol25.

Structure (XYZ):
```
20
Properties=species:S:1:pos:R:3:mulliken_charge:R:1
C 3.00 -1.38 -0.20 -0.57
C 3.17 1.00 0.33 -0.68
C 1.66 -1.29 0.24 -0.30
C 1.83 1.04 0.69 -0.33
C 3.74 -0.21 -0.07 0.36
C 1.10 -0.14 0.62 0.23
C -4.43 -0.71 -0.42 -0.76
N -2.45 1.96 -0.12 -0.50
F 5.00 -0.23 -0.62 -0.30
P -0.72 -0.14 1.14 0.02
S -1.07 1.25 -0.27 0.17
H 3.47 -2.26 -0.55 0.45
H 3.70 1.87 0.24 0.48
H 1.11 -2.23 0.16 0.31
H 1.56 1.86 1.31 0.41
H -4.81 0.29 -0.62 0.22
H -3.33 -0.71 -0.36 -0.01
H -4.77 -0.77 0.60 0.26
H -4.90 -1.43 -1.09 0.28
H -2.86 2.24 -1.01 0.27
```

Results
energy above the lowest of the compared OMol25 structures with the same formula, charge and spin	0.0	kJ/mol
highest occupied orbital energy (spin up / spin down)	-8.3154 / -8.4730	eV
largest force on an atom	3.85	eV/A
Kohn-Sham gap (spin up / spin down)	7.25 / 7.32	eV


The following is a quantum chemistry calculation of one molecule with the formula C7H8N4O, from OMol25.

Structure (XYZ):
```
20
Properties=species:S:1:pos:R:3:mulliken_charge:R:1
C -2.36 -0.31 -0.04 0.36
C -0.65 1.69 0.36 0.10
C 0.57 0.79 0.30 0.91
C 1.57 1.26 -0.41 -0.26
C 2.74 0.47 -0.69 -0.35
C 2.60 -0.76 -0.16 -0.43
C 1.59 -1.10 0.80 -0.41
H -2.02 -2.28 -0.20 0.27
H -0.91 -1.47 0.80 0.30
H -3.54 -1.43 -0.62 0.23
H -2.81 1.70 -0.29 0.38
H 1.37 2.19 -1.02 0.30
H 3.75 0.76 -1.16 0.32
H 3.42 -1.46 -0.23 0.33
H 1.74 -1.91 1.40 0.53
N -1.48 -1.49 -0.09 -0.43
N -3.59 -0.33 -0.51 -0.66
N -1.88 1.12 0.34 -0.32
N 0.42 -0.37 0.95 -0.58
O -0.55 2.91 0.44 -0.59
```

Results
energy above the lowest of the compared OMol25 structures with the same formula, charge and spin	330.6	kJ/mol
highest occupied orbital energy	-9.4880	eV
largest force on an atom	6.97	eV/A
Kohn-Sham gap	9.48	eV


The following is a quantum chemistry calculation of a 2-piece molecular cluster, C3H6N2O overall, from OMol25.

Structure (XYZ):
```
12
Properties=species:S:1:pos:R:3:mulliken_charge:R:1
C 1.96 -0.58 -0.01 -1.11
N -0.28 0.93 0.63 -0.46
C -0.75 0.01 -0.01 0.77
N -1.24 -0.93 -0.63 -0.71
C -2.03 1.36 0.30 0.02
O -2.14 2.51 0.37 -0.31
H 2.11 -1.65 0.14 0.30
H 2.87 -0.01 0.17 0.32
H 1.60 -0.38 -1.03 0.24
H 1.25 -0.25 0.75 0.32
H -0.51 -1.62 -0.78 0.28
H -2.84 0.61 0.08 0.32
```

Results
energy above the lowest of the compared OMol25 structures with the same formula, charge and spin	430.4	kJ/mol
highest occupied orbital energy	-9.8217	eV
largest force on an atom	2.77	eV/A
Kohn-Sham gap	10.00	eV


The following is a quantum chemistry calculation of C41H52CoN2O2P3Si2 as an isolated structure, from OMol25.

Structure (XYZ):
```
103
Properties=species:S:1:pos:R:3:mulliken_charge:R:1
Co 11.69 11.97 9.12 0.06
C 8.40 8.07 9.78 -1.59
Si 9.59 9.11 8.63 0.83
C 8.39 9.61 7.33 -1.31
C 10.90 7.79 8.13 -0.95
N 10.32 10.53 9.47 -0.17
P 10.54 10.95 11.07 1.09
C 11.40 12.41 10.80 0.22
P 13.08 12.88 11.06 1.22
N 13.39 13.05 9.47 0.34
Si 14.85 13.67 8.71 0.33
C 15.36 15.40 9.33 -1.31
C 14.32 13.94 6.92 -0.85
C 16.33 12.53 8.81 -0.80
C 13.58 14.34 11.95 0.81
C 14.34 14.30 13.15 -1.04
C 14.22 15.33 14.04 -0.45
C 13.42 16.48 13.79 -0.86
C 12.72 16.50 12.56 -0.63
C 12.75 15.44 11.71 -0.72
C 14.01 11.59 11.75 0.80
C 14.53 10.67 10.84 -0.46
C 15.42 9.70 11.33 -1.01
C 15.65 9.57 12.73 -0.80
C 14.99 10.44 13.60 -0.92
C 14.22 11.46 13.10 -0.60
C 11.25 9.52 11.91 0.94
C 11.08 9.39 13.26 -0.95
C 11.49 8.23 13.88 -0.60
C 12.14 7.23 13.17 -0.61
C 12.41 7.43 11.83 -1.63
C 12.07 8.63 11.18 0.05
C 9.05 11.33 11.93 1.13
C 7.75 11.09 11.36 -0.78
C 6.65 11.13 12.13 -0.71
C 6.64 11.73 13.39 -0.68
C 7.84 12.14 13.91 -0.89
C 9.07 11.93 13.18 -0.26
H 7.77 7.60 9.02 0.42
H 8.88 7.30 10.31 0.38
H 7.81 8.64 10.47 0.41
H 8.05 8.65 7.01 0.42
H 7.55 10.17 7.75 0.26
H 8.85 10.12 6.52 0.33
H 10.85 6.87 8.77 0.37
H 10.66 7.48 7.10 0.36
H 11.93 8.13 8.09 0.06
H 14.61 16.22 9.23 0.26
H 15.69 15.41 10.39 0.27
H 16.22 15.69 8.74 0.47
H 13.64 14.77 6.80 0.30
H 15.22 14.12 6.34 0.44
H 13.80 13.01 6.62 0.02
H 16.77 12.54 9.86 0.23
H 15.97 11.49 8.66 0.03
H 17.14 12.82 8.12 0.53
H 15.06 13.48 13.38 0.54
H 14.65 15.21 15.03 0.35
H 13.34 17.37 14.45 0.29
H 12.17 17.39 12.28 0.39
H 12.13 15.45 10.78 0.43
H 14.43 10.82 9.77 -0.08
H 15.86 8.99 10.63 0.50
H 16.30 8.73 13.13 0.26
H 15.02 10.26 14.70 0.30
H 13.64 12.12 13.76 0.78
H 10.57 10.16 13.79 0.50
H 11.24 8.13 14.95 0.34
H 12.35 6.21 13.60 0.27
H 13.04 6.66 11.34 0.39
H 12.49 8.87 10.20 0.76
H 7.66 10.86 10.28 0.20
H 5.76 10.64 11.67 0.33
H 5.65 11.80 13.86 0.34
H 7.81 12.62 14.91 0.36
H 9.99 12.24 13.67 0.55
C 10.80 14.71 8.07 -1.05
P 10.22 13.68 9.42 1.54
C 9.61 14.79 10.79 -1.49
C 8.62 13.07 8.77 -1.02
H 10.24 15.66 8.00 0.49
H 10.86 14.15 7.08 0.30
H 11.89 14.89 8.30 0.03
H 9.82 15.84 10.61 0.42
H 10.08 14.49 11.71 0.29
H 8.49 14.66 10.90 0.44
H 8.62 12.84 7.72 0.35
H 7.89 13.86 9.00 0.48
H 8.34 12.08 9.22 -0.15
O 11.04 10.30 5.77 -0.81
C 12.15 10.49 6.34 -0.01
O 12.33 11.28 7.31 -0.36
C 13.32 9.59 5.88 0.24
C 13.08 8.62 4.92 -0.47
C 14.09 7.66 4.62 -0.63
C 15.29 7.68 5.31 -0.38
C 15.53 8.69 6.28 -0.61
C 14.57 9.69 6.52 0.21
H 12.12 8.55 4.45 0.46
H 13.78 6.85 3.93 0.31
H 16.03 6.92 5.07 0.36
H 16.51 8.71 6.76 0.41
H 14.76 10.51 7.21 0.02
```

Results
highest occupied orbital energy (spin up / spin down)	-1.2394 / -4.5743	eV
multiplicity	4
charge	-1
⟨S²⟩	3.819
largest force on an atom	4.47	eV/A
Kohn-Sham gap (spin up / spin down)	3.67 / 7.00	eV


The following is a quantum chemistry calculation of C38H41BrCl57N4OPS as an isolated structure, from OMol25.

Structure (XYZ):
```
144
Properties=species:S:1:pos:R:3:mulliken_charge:R:1
C -0.73 0.10 7.33 -1.41
C -0.94 0.79 6.00 0.25
Br -1.92 2.47 6.20 -0.21
C -1.67 -0.12 4.98 -1.70
C -0.68 -0.94 4.20 -0.03
C 0.19 -0.43 3.28 -0.34
C 0.13 1.04 2.95 -0.10
C -0.57 1.24 1.60 -0.13
O -1.26 0.36 1.15 -0.61
N -0.40 2.45 0.88 0.31
C 0.95 3.01 0.94 -0.60
C -1.42 3.44 1.21 -1.09
C 1.15 -1.26 2.59 0.28
C 2.10 -0.56 1.66 0.17
C 3.10 0.18 2.29 -0.66
C 4.04 0.90 1.58 -0.82
C 3.98 0.88 0.19 -0.49
C 2.99 0.16 -0.44 -0.59
C 2.05 -0.58 0.27 1.14
C 1.21 -2.61 2.80 -1.35
P 2.35 -3.73 1.94 0.80
N 1.92 -4.06 0.46 -0.75
C 0.30 -3.19 3.73 1.40
N 0.19 -4.47 4.06 -0.59
S -0.97 -4.58 5.16 0.09
N -1.39 -3.03 5.28 -0.68
C -0.62 -2.35 4.43 0.79
H -0.38 -0.92 7.18 0.31
H 0.05 0.62 7.90 0.40
H -1.63 0.10 7.95 0.38
H 0.04 1.05 5.61 0.48
H -2.27 0.49 4.31 0.48
H -2.29 -0.79 5.57 0.53
H -0.50 1.56 3.68 0.33
H 1.11 1.50 2.97 0.37
H 0.99 3.86 0.26 0.43
H 1.66 2.26 0.58 0.01
H 1.26 3.30 1.95 0.31
H -1.45 4.19 0.42 0.37
H -1.28 3.91 2.20 0.33
H -2.40 2.95 1.18 0.36
H 3.13 0.20 3.38 0.57
H 4.80 1.49 2.09 0.50
H 4.70 1.47 -0.36 0.42
H 2.98 0.20 -1.53 0.10
H 1.28 -1.14 -0.25 0.02
H 2.38 -4.91 2.70 0.10
H 3.63 -3.17 2.06 0.03
H 1.07 -3.54 0.27 0.17
C 0.50 -1.53 -3.49 0.63
Cl 0.43 -2.75 -2.23 -0.16
Cl 2.19 -1.07 -3.74 -0.16
Cl -0.24 -2.07 -4.99 -0.10
H -0.04 -0.67 -3.15 -0.25
C 0.53 0.81 -8.22 0.30
Cl 0.80 2.52 -8.61 -0.15
Cl 1.50 -0.22 -9.28 -0.13
Cl 0.90 0.46 -6.54 0.15
H -0.52 0.59 -8.38 -0.14
C 2.33 -2.62 -11.90 0.81
Cl 2.92 -4.08 -11.09 -0.13
Cl 3.67 -1.67 -12.52 -0.05
Cl 1.19 -3.03 -13.17 -0.11
H 1.81 -2.03 -11.16 -0.50
C -2.88 4.38 9.76 0.63
Cl -4.54 4.95 9.98 -0.14
Cl -1.74 5.71 9.95 -0.09
Cl -2.51 3.07 10.88 -0.12
H -2.79 4.00 8.75 -0.32
C -2.74 -2.83 -11.50 0.34
Cl -4.21 -2.67 -10.55 -0.11
Cl -3.05 -2.51 -13.21 -0.11
Cl -1.48 -1.76 -10.89 0.05
H -2.38 -3.85 -11.41 -0.10
C -0.48 -6.95 -12.71 -0.04
Cl 1.23 -7.17 -13.05 -0.10
Cl -0.75 -5.43 -11.84 -0.10
Cl -1.43 -6.98 -14.20 -0.13
H -0.81 -7.76 -12.08 0.32
C -6.19 2.91 12.79 0.25
Cl -5.90 1.17 12.86 -0.05
Cl -7.88 3.28 13.12 -0.14
Cl -5.12 3.76 13.90 -0.11
H -5.96 3.25 11.78 0.03
C -7.39 -2.08 10.65 0.54
Cl -9.11 -1.78 10.40 -0.16
Cl -7.13 -3.69 11.31 -0.11
Cl -6.49 -1.86 9.15 -0.13
H -7.03 -1.35 11.37 -0.14
C -11.58 -1.54 7.59 0.55
Cl -12.95 -1.25 8.66 -0.13
Cl -11.77 -3.07 6.72 -0.12
Cl -11.37 -0.20 6.46 -0.13
H -10.69 -1.61 8.20 -0.16
C -4.67 -2.29 14.55 -0.05
Cl -6.23 -2.22 15.37 -0.12
Cl -4.87 -2.04 12.82 -0.08
Cl -3.55 -1.12 15.24 -0.10
H -4.26 -3.28 14.70 0.36
C -3.47 1.36 -12.51 0.69
Cl -4.94 1.53 -11.56 -0.12
Cl -3.78 1.69 -14.21 -0.14
Cl -2.20 2.44 -11.89 -0.12
H -3.12 0.34 -12.41 -0.34
C -0.80 3.65 -4.03 -0.19
Cl -0.09 3.59 -5.63 -0.02
Cl -2.33 4.53 -4.06 -0.11
Cl -1.04 2.02 -3.39 0.00
H -0.12 4.18 -3.37 0.35
C 7.40 -1.86 -13.71 0.04
Cl 6.64 -0.44 -14.44 -0.12
Cl 9.02 -2.12 -14.36 -0.14
Cl 7.46 -1.69 -11.95 -0.07
H 6.79 -2.72 -13.94 0.30
C 6.65 4.81 2.63 -0.02
Cl 8.31 4.27 2.87 -0.12
Cl 6.56 6.07 1.41 -0.12
Cl 5.61 3.44 2.20 -0.11
H 6.29 5.22 3.57 0.30
C 1.18 6.58 13.18 0.02
Cl 2.85 6.08 13.46 -0.13
Cl 1.10 7.84 11.94 -0.13
Cl 0.17 5.20 12.73 -0.06
H 0.79 6.99 14.10 0.29
C 9.71 -3.80 -9.97 0.33
Cl 10.51 -2.37 -9.31 -0.12
Cl 10.84 -5.14 -10.10 -0.13
Cl 8.31 -4.24 -9.00 -0.12
H 9.37 -3.55 -10.97 0.03
C 4.39 2.82 -9.36 0.45
Cl 4.67 4.52 -9.77 -0.14
Cl 5.33 1.76 -10.41 -0.08
Cl 4.77 2.52 -7.66 -0.12
H 3.35 2.61 -9.52 -0.13
C 4.84 -3.63 5.45 -0.07
Cl 3.34 -2.99 4.75 0.04
Cl 6.15 -3.52 4.29 -0.12
Cl 5.23 -2.77 6.94 -0.13
H 4.68 -4.67 5.69 0.32
C -3.74 1.60 -5.94 0.93
Cl -3.02 1.54 -7.56 -0.06
Cl -5.26 2.48 -5.97 -0.13
Cl -3.97 -0.03 -5.30 -0.13
H -3.05 2.12 -5.29 -0.66
```

Results
highest occupied orbital energy	-8.4653	eV
largest force on an atom	1.64	eV/A
Kohn-Sham gap	7.41	eV


The following is a quantum chemistry calculation of C21H44AsAuOSe3Si3Te as an isolated structure, from OMol25.

Structure (XYZ):
```
75
Properties=species:S:1:pos:R:3:mulliken_charge:R:1
Au 0.77 -0.77 -1.33 1.09
Se -0.97 -3.17 -3.06 -0.02
Se 0.06 -5.09 -2.66 -0.18
Te 2.03 -4.52 -1.14 -0.09
Se 2.61 -2.26 -1.96 -0.48
C 3.77 -0.28 1.17 -0.95
C 3.49 -0.77 2.59 0.40
C 2.83 0.33 3.43 -1.26
C 2.70 -2.05 2.66 0.40
C 3.23 -3.18 3.24 -0.96
C 2.46 -4.34 3.40 -0.93
C 1.11 -4.37 3.03 -0.95
C 0.51 -3.28 2.44 0.37
C -0.97 -3.29 2.12 0.49
C -1.28 -3.20 0.63 -1.06
C -1.69 -2.19 2.90 -1.44
C 1.32 -2.10 2.17 0.46
O 0.86 -1.15 1.51 0.22
H 4.42 0.60 1.22 0.47
H 2.85 -0.01 0.67 -0.32
H 4.26 -1.04 0.57 0.31
H 4.46 -1.00 3.06 0.59
H 1.88 0.62 2.98 0.05
H 3.47 1.21 3.47 0.46
H 2.64 0.00 4.45 0.36
H 4.25 -3.18 3.59 0.43
H 2.91 -5.21 3.85 0.39
H 0.53 -5.26 3.22 0.42
H -1.34 -4.26 2.48 0.65
H -0.93 -2.26 0.21 -0.07
H -2.36 -3.28 0.47 0.46
H -0.80 -4.01 0.08 0.14
H -1.37 -1.20 2.56 0.03
H -1.51 -2.26 3.97 0.41
H -2.77 -2.27 2.74 0.43
C 1.76 3.21 -0.07 -0.72
Si 0.93 2.91 -1.72 0.23
C 2.18 2.29 -2.97 -0.94
C 0.11 4.48 -2.33 -0.98
As -0.65 1.18 -1.39 -0.35
Si -1.95 1.63 0.53 0.08
C -3.13 0.19 0.75 -0.67
C -2.88 3.24 0.27 -0.99
C -0.81 1.76 1.99 -0.18
Si -2.02 0.94 -3.31 0.23
C -2.88 2.55 -3.72 -0.95
C -3.29 -0.37 -2.92 -0.79
C -0.87 0.40 -4.68 -0.78
H 2.64 3.84 -0.21 0.41
H 2.08 2.27 0.38 0.02
H 1.09 3.72 0.63 0.25
H 2.97 3.03 -3.11 0.41
H 1.72 2.10 -3.94 0.25
H 2.63 1.36 -2.62 0.20
H 0.83 5.29 -2.38 0.38
H -0.71 4.79 -1.68 0.25
H -0.30 4.34 -3.34 0.25
H -3.91 0.18 -0.02 0.38
H -3.61 0.26 1.72 0.40
H -2.59 -0.75 0.70 -0.15
H -3.51 3.20 -0.62 0.22
H -2.19 4.08 0.17 0.24
H -3.53 3.44 1.13 0.39
H -0.11 0.91 1.99 -0.79
H -1.38 1.73 2.92 0.53
H -0.23 2.68 1.98 0.46
H -3.41 2.95 -2.86 0.21
H -3.62 2.38 -4.51 0.39
H -2.19 3.31 -4.07 0.27
H -4.12 0.05 -2.34 0.34
H -2.87 -1.20 -2.36 0.07
H -3.71 -0.76 -3.85 0.36
H -0.13 1.17 -4.90 0.24
H -1.43 0.20 -5.60 0.39
H -0.34 -0.50 -4.40 0.13
```

Results
energy above the lowest of the compared OMol25 structures with the same formula, charge and spin	0.0	kJ/mol
highest occupied orbital energy (spin up / spin down)	-6.9414 / -7.0742	eV
multiplicity	3
⟨S²⟩	2.048
largest force on an atom	0.37	eV/A
Kohn-Sham gap (spin up / spin down)	7.06 / 5.35	eV


The following is a quantum chemistry calculation of C15H16CaCl3N2O3S as an isolated structure, from OMol25.

Structure (XYZ):
```
41
Properties=species:S:1:pos:R:3:mulliken_charge:R:1
Ca -0.54 1.75 0.55 1.62
Cl -3.71 -2.95 4.83 -0.20
C -2.98 -2.11 3.52 0.44
C -2.33 -0.90 3.77 -1.00
C -1.76 -0.22 2.71 1.07
Cl -0.97 1.29 3.01 -0.41
C -1.78 -0.68 1.38 0.01
O -1.25 -0.04 0.39 -0.96
C -2.44 -1.92 1.20 0.48
Cl -2.47 -2.53 -0.40 -0.19
C -3.03 -2.62 2.23 -0.76
H -2.29 -0.50 4.77 0.44
H -3.53 -3.56 2.04 0.45
N -2.03 5.30 -1.29 -0.41
C -1.15 4.42 -0.79 0.79
N 0.15 4.77 -0.77 -0.29
O -1.52 3.31 -0.36 -0.92
H -1.75 6.19 -1.67 0.17
H -3.00 5.06 -1.31 0.24
H 0.47 5.67 -1.07 0.19
H 0.80 4.12 -0.34 0.19
C 1.25 -4.40 -1.08 -1.49
C 1.28 -2.91 -1.14 0.71
C 1.60 -2.17 0.00 -0.80
C 1.70 -0.79 -0.05 -0.27
C 1.48 -0.14 -1.25 0.56
C 1.13 -0.85 -2.40 -0.72
C 1.02 -2.23 -2.34 -0.60
S 1.75 1.62 -1.38 0.45
C 3.57 1.56 -1.21 -1.07
O 1.34 2.18 -0.04 -0.76
H 1.76 -4.75 -0.19 0.38
H 1.74 -4.83 -1.95 0.40
H 0.23 -4.77 -1.06 0.29
H 1.79 -2.69 0.92 0.38
H 1.99 -0.24 0.84 0.48
H 0.97 -0.32 -3.33 0.45
H 0.76 -2.77 -3.23 0.45
H 3.81 0.94 -0.36 0.34
H 3.93 2.58 -1.06 0.41
H 3.99 1.14 -2.12 0.42
```

Results
energy above the lowest of the compared OMol25 structures with the same formula, charge and spin	137.1	kJ/mol
highest occupied orbital energy	-10.3100	eV
charge	+1
largest force on an atom	2.79	eV/A
Kohn-Sham gap	7.64	eV


The following is a quantum chemistry calculation of one molecule with the formula C5H3NO, from OMol25.

Structure (XYZ):
```
10
Properties=species:S:1:pos:R:3:mulliken_charge:R:1
C 2.31 0.16 0.57 0.33
C 1.14 0.03 0.34 -0.75
C -0.27 -0.13 0.03 0.74
C -1.13 1.10 0.04 -0.13
O -2.33 1.05 -0.07 -0.47
N -0.98 -1.40 0.52 -0.45
C -0.73 -1.30 -0.70 -0.38
H 3.36 0.26 0.76 0.42
H -0.59 2.06 0.14 0.38
H -0.79 -1.84 -1.64 0.32
```

Results
energy above the lowest of the compared OMol25 structures with the same formula, charge and spin	316.8	kJ/mol
highest occupied orbital energy	-9.9674	eV
largest force on an atom	0.60	eV/A
Kohn-Sham gap	10.54	eV


The following is a quantum chemistry calculation of one molecule with the formula C9H18N2OS, from OMol25.

Structure (XYZ):
```
31
Properties=species:S:1:pos:R:3:mulliken_charge:R:1
O -2.91 1.76 0.88 -0.57
S 0.19 -2.80 1.27 -0.51
C -2.42 0.92 1.58 0.67
C 1.16 -1.76 0.54 0.42
N 2.19 -2.35 -0.13 -0.20
N 0.87 -0.53 0.18 0.12
C -3.17 0.05 2.55 -1.12
C 3.36 -1.59 -0.66 -0.98
C 0.77 2.07 -1.20 -1.61
C -0.57 0.31 -2.40 -1.57
C -0.88 0.72 1.53 -0.44
C -0.50 0.09 0.12 -0.89
C -0.52 1.12 -1.13 0.57
H 2.18 -3.36 -0.06 0.24
H 1.57 -0.02 -0.29 0.08
H -2.43 -0.26 3.31 0.35
H -3.83 0.72 3.11 0.34
H -3.83 -0.78 2.16 0.25
H 3.13 -1.14 -1.64 0.27
H 3.73 -0.78 -0.08 0.33
H 4.19 -2.31 -0.77 0.33
H 0.48 3.08 -0.86 0.32
H 1.17 2.20 -2.12 0.56
H 1.59 1.83 -0.48 0.35
H -0.64 0.90 -3.26 0.53
H -1.45 -0.36 -2.42 0.37
H 0.38 -0.24 -2.59 0.19
H -0.41 1.70 1.68 0.24
H -0.71 -0.13 2.32 0.23
H -1.22 -0.66 -0.14 0.65
H -1.48 1.61 -1.00 0.49
```

Results
energy above the lowest of the compared OMol25 structures with the same formula, charge and spin	132.9	kJ/mol
highest occupied orbital energy	-8.1015	eV
largest force on an atom	5.06	eV/A
Kohn-Sham gap	8.71	eV